Entry 1:
C27H49N8OPt | ωB97M-V/def2-TZVPD

Summary:
LUMO energy   -2.0 eV
Molar mass   696.8 Da
Net charge   +1
Multiplicity   1

```
86
Properties=species:S:1:pos:R:3:forces:R:3
Pt 0.515744 -0.553876 -0.184088 0.158 -0.463 0.475
N 0.114100 -0.517060 1.875349 0.052 0.044 0.092
C 1.173411 -0.919809 2.833686 0.043 0.071 -0.104
C 2.323645 0.091738 2.792079 -0.026 -0.006 0.008
C 3.610281 -0.407992 2.137939 -0.043 0.009 -0.008
C 3.430145 -0.989878 0.743912 -0.044 -0.033 -0.119
N 2.563204 -0.151573 -0.119551 -0.020 0.392 -0.144
H -0.174835 0.430205 2.115055 -0.054 -0.004 -0.081
H -0.713799 -1.095113 2.017095 0.022 0.002 -0.009
H 1.498046 -1.923525 2.556200 0.060 0.018 0.018
H 0.752930 -0.980050 3.838754 -0.043 0.013 -0.011
H 2.553522 0.433174 3.801724 0.026 -0.037 0.001
H 1.970609 0.978060 2.254285 -0.015 0.005 0.041
H 4.072352 -1.176316 2.761996 0.004 0.011 -0.001
H 4.324390 0.419073 2.096244 -0.010 0.006 0.005
H 2.977977 -1.980901 0.781553 0.004 0.008 0.019
H 4.409464 -1.095763 0.273138 -0.006 -0.034 0.010
H 2.713757 -0.355538 -1.116649 -0.048 -0.054 0.032
H 2.809310 0.829626 0.000679 -0.020 -0.034 0.041
C 0.631219 -3.592554 -0.496324 -0.059 -0.080 0.050
N -0.494762 -3.375451 -1.381830 0.137 0.102 -0.057
C -0.309214 -3.955420 -2.703873 0.037 0.008 -0.030
C -1.508074 -2.523192 -1.112862 -0.174 -0.199 0.057
N -1.365112 -1.496350 -0.272376 -0.071 0.371 -0.540
C -2.553211 -1.167441 0.471855 0.131 0.019 0.101
C -3.108129 -2.207692 1.179351 -0.045 -0.033 0.028
C -4.402401 -2.133197 1.731646 0.023 -0.037 0.004
C -5.156005 -1.021589 1.516604 -0.015 0.025 -0.014
C -4.610889 0.100527 0.840735 -0.002 -0.016 -0.017
C -5.432920 1.224515 0.569958 0.014 -0.038 0.025
C -4.925146 2.302794 -0.090725 0.025 0.017 -0.025
C -3.549358 2.362096 -0.377947 -0.050 0.053 -0.002
C -2.702542 1.328542 -0.052894 0.004 -0.239 0.120
N -1.318470 1.510378 -0.088430 0.100 0.525 -0.251
C -0.845779 2.532437 0.564870 -0.088 0.022 0.102
N -1.419311 3.092987 1.690931 0.064 0.014 0.092
C -2.310085 2.342996 2.553769 -0.003 0.027 0.024
C -1.525279 4.535174 1.840520 -0.016 -0.029 0.001
N 0.337567 3.115733 0.198572 -0.081 -0.070 0.048
C 1.291820 3.629474 1.160701 0.009 -0.018 0.034
C 0.829947 2.964585 -1.151175 -0.015 -0.033 -0.085
C -3.254583 0.090389 0.417193 0.100 -0.110 -0.185
N -2.678333 -2.824394 -1.742352 -0.057 0.035 0.076
C -3.719764 -1.852133 -2.028548 -0.006 -0.027 0.028
C -3.145696 -4.200232 -1.821182 0.018 -0.025 -0.014
H 0.904915 -4.648369 -0.553526 -0.023 -0.015 0.018
H 0.355642 -3.354473 0.529046 0.011 0.000 -0.009
H 1.487829 -2.984378 -0.791511 0.008 -0.036 -0.032
H 0.655679 -3.629383 -3.098339 -0.006 0.019 0.005
H -1.091633 -3.623537 -3.377600 0.004 0.001 -0.004
H -0.321129 -5.046478 -2.654653 0.005 -0.001 0.004
H -2.558339 -3.141680 1.232453 -0.013 -0.002 0.017
H -4.804602 -2.979695 2.271874 -0.001 -0.008 0.001
H -6.181122 -0.969434 1.860657 -0.004 -0.001 0.001
H -6.471010 1.193294 0.874353 -0.004 -0.004 0.000
H -5.560708 3.140816 -0.345530 -0.001 0.003 0.006
H -3.122021 3.265345 -0.797560 -0.003 0.003 0.009
H -2.138310 1.273953 2.448908 0.008 0.023 0.039
H -3.365249 2.533033 2.333062 0.013 -0.015 0.006
H -2.114941 2.628975 3.589960 -0.010 0.008 0.005
H -0.956959 5.039436 1.064598 0.004 0.002 -0.005
H -1.155360 4.857870 2.816867 -0.002 0.005 -0.001
H -2.573305 4.839354 1.753299 -0.004 0.006 0.000
H 0.895569 3.548223 2.168804 0.009 -0.007 0.006
H 1.533182 4.676501 0.962897 -0.012 0.001 -0.001
H 2.227831 3.060524 1.109826 0.001 0.012 -0.008
H 0.008040 3.056579 -1.857653 -0.004 -0.063 -0.024
H 1.304518 1.993465 -1.310791 0.033 -0.031 -0.037
H 1.554074 3.756058 -1.347223 -0.026 0.005 -0.016
H -3.314048 -0.849639 -2.081527 0.007 0.026 0.014
H -4.512942 -1.878488 -1.275739 0.001 -0.012 -0.003
H -4.152640 -2.098878 -2.999624 0.001 0.004 0.003
H -2.377185 -4.888370 -1.481796 -0.038 0.013 0.006
H -3.425363 -4.456305 -2.844823 0.009 -0.010 0.000
H -4.026783 -4.316705 -1.182863 -0.018 -0.003 -0.008
C -0.944483 -0.388804 -3.474115 0.000 0.062 -0.006
C 0.507611 -0.038396 -3.214024 0.046 -0.029 0.112
C 1.383920 -0.347782 -4.416882 -0.006 -0.031 -0.001
O 1.055273 -0.732412 -2.111796 -0.064 -0.271 0.007
H -1.356394 0.240697 -4.265624 0.003 -0.020 -0.024
H -1.517615 -0.209838 -2.567203 -0.006 0.050 0.007
H -1.049780 -1.432151 -3.776881 -0.019 -0.028 0.025
H 0.534213 1.042030 -3.043099 0.087 0.161 0.071
H 1.332244 -1.413804 -4.650487 0.015 0.001 -0.001
H 2.424208 -0.093899 -4.208772 -0.010 0.003 -0.006
H 1.059524 0.213480 -5.294346 -0.013 0.002 -0.012
```
Forces are in eV/Å.


Entry 2:
C27H49N8S2SbSi3Sn | ωB97M-V/def2-TZVPD

Summary:
LUMO energy   -5.4 eV
Relative energy (zero: lowest compared OMol25 entry of this formula, charge and spin)   0.127 eV
Molar mass   874.6 Da
Net charge   +2
Multiplicity   1

```
91
Properties=species:S:1:pos:R:3:forces:R:3
Sn 0.614075 0.127791 1.492402 0.534 -0.250 -0.163
C -3.271637 -4.682511 3.874301 -0.011 0.125 -0.047
C -2.030326 -4.019576 4.455650 -0.101 0.160 -0.022
N -1.970780 -2.596437 4.099752 0.109 -0.179 -0.160
C -0.956673 -1.991657 3.459284 -0.023 -0.087 0.079
S -1.226562 -0.271146 3.149243 -0.016 -0.067 0.049
N 0.100005 -2.708972 3.162179 0.079 0.160 -0.101
N 1.129990 -2.029770 2.573152 -0.266 0.224 0.166
C 2.201491 -2.704437 2.345512 0.195 -0.094 -0.004
C 2.314451 -4.168479 2.656384 0.031 0.120 -0.004
C 3.370128 -1.957531 1.797077 -0.083 -0.094 0.019
C 4.610406 -2.564611 1.618390 0.006 -0.065 0.001
C 5.670871 -1.810749 1.139959 0.026 -0.132 -0.028
C 5.471458 -0.476044 0.833611 -0.029 0.063 -0.024
C 4.206408 0.050652 1.036725 -0.087 -0.024 0.046
N 3.188375 -0.661446 1.514927 0.137 0.068 0.124
H -3.370506 -5.702785 4.247106 0.036 0.049 -0.026
H -3.222946 -4.711962 2.783353 -0.015 -0.002 0.070
H -4.174157 -4.135225 4.162017 0.048 -0.074 -0.011
H -1.123641 -4.482871 4.084843 0.050 -0.026 -0.003
H -2.031878 -4.107630 5.542471 0.032 0.025 0.043
H -2.779608 -2.033720 4.298768 -0.043 0.059 0.008
H 2.689862 -4.315195 3.674058 0.008 0.019 -0.061
H 2.983438 -4.677615 1.965709 0.005 0.025 0.019
H 1.332815 -4.627088 2.608568 -0.037 -0.007 -0.005
H 4.754649 -3.607996 1.860763 0.000 0.059 -0.007
H 6.642478 -2.269965 1.003252 -0.041 0.034 0.021
H 6.273346 0.143928 0.456414 -0.032 -0.005 0.016
H 3.997419 1.095342 0.822093 0.002 -0.023 -0.002
C -0.601026 4.718075 2.444717 0.119 -0.037 0.058
C -0.057522 3.332046 2.258014 0.114 0.035 0.103
N -0.533787 2.458777 1.445787 -0.462 -0.062 -0.033
N -1.643240 2.897992 0.733800 -0.003 -0.099 -0.010
C -2.228684 2.121208 -0.101419 0.041 0.159 -0.044
N -3.258547 2.654533 -0.842617 0.138 -0.220 0.179
S -1.837238 0.406052 -0.476708 -0.219 0.407 -0.056
C 1.098390 2.914310 3.112006 -0.094 -0.118 -0.088
C 1.695921 3.825008 3.966704 0.038 0.110 0.073
C 2.702999 3.404233 4.824447 -0.010 0.120 0.037
C 3.079989 2.077108 4.820101 0.017 -0.120 -0.013
C 2.463458 1.222082 3.921174 -0.170 0.166 -0.191
N 1.512499 1.631826 3.073879 0.023 -0.058 0.117
H -1.494584 4.858573 1.854303 -0.042 0.014 -0.031
H -0.836971 4.888467 3.497765 0.021 -0.019 -0.065
H 0.142312 5.463383 2.147008 -0.026 -0.060 0.022
H -3.592451 3.552812 -0.519396 0.048 -0.003 0.015
H -3.987012 2.012259 -1.104456 -0.059 -0.067 -0.041
H 1.374561 4.857088 3.975265 0.031 -0.080 0.019
H 3.171838 4.109816 5.498923 -0.024 -0.026 -0.027
H 3.835215 1.698343 5.495366 -0.022 0.011 -0.038
H 2.732827 0.176870 3.866617 -0.016 -0.032 -0.006
C 0.546916 -1.845376 -4.627121 -0.059 -0.063 -0.203
Si 0.584213 -1.182085 -2.892959 0.033 0.011 -0.177
C 2.199747 -0.341829 -2.550042 0.169 0.169 0.075
C 0.240965 -2.479762 -1.619655 -0.195 -0.144 0.159
Sb -1.361349 0.562165 -2.892588 0.032 -0.342 0.629
Si -3.552090 -0.769908 -3.593887 0.255 0.421 -0.156
C -3.618213 -2.129442 -2.360627 0.051 -0.233 0.207
C -4.895524 0.488349 -3.447273 -0.238 0.139 0.053
C -3.254753 -1.348093 -5.317008 0.023 -0.049 -0.340
Si -0.234242 2.944870 -3.094176 -0.219 -0.226 -0.243
C 0.941992 2.979590 -1.681019 0.198 -0.050 0.337
C -1.509473 4.267578 -3.039773 -0.198 0.256 0.050
C 0.561644 2.780437 -4.750856 0.137 -0.011 -0.281
H 1.472569 -2.399241 -4.821681 -0.108 0.037 0.002
H 0.478454 -1.045513 -5.372167 0.039 -0.105 0.030
H -0.291336 -2.530930 -4.784609 0.090 0.074 -0.007
H 3.002777 -1.024550 -2.852882 -0.059 0.052 0.059
H 2.317601 -0.125000 -1.483678 -0.004 0.020 -0.084
H 2.325503 0.582428 -3.118220 0.056 -0.080 0.019
H 1.066540 -3.201579 -1.632198 -0.076 0.057 0.007
H -0.685986 -3.025222 -1.815370 0.112 0.010 0.042
H 0.182848 -2.050587 -0.615341 0.021 -0.064 -0.039
H -3.546890 -1.761707 -1.335609 -0.054 -0.057 -0.024
H -2.813308 -2.846914 -2.537110 -0.097 -0.014 0.033
H -4.571925 -2.658896 -2.469222 0.072 0.024 0.012
H -5.257095 0.567949 -2.418168 0.010 0.028 -0.068
H -5.745930 0.187666 -4.068810 0.041 0.030 0.073
H -4.564181 1.470415 -3.790313 -0.089 -0.019 -0.002
H -2.597308 -2.220791 -5.338577 -0.046 0.087 -0.039
H -2.821765 -0.567160 -5.949727 -0.085 -0.110 0.017
H -4.215190 -1.639831 -5.761480 0.143 0.012 0.034
H 0.464385 2.670742 -0.745489 0.130 0.086 -0.147
H 1.296082 4.011203 -1.558380 -0.019 -0.104 0.002
H 1.804546 2.335821 -1.858795 -0.020 0.067 0.041
H -1.723538 4.565194 -2.010186 -0.007 -0.019 -0.141
H -2.441662 3.966202 -3.521003 0.046 0.082 0.023
H -1.114057 5.137836 -3.578058 -0.057 -0.061 0.066
H 1.226464 1.913148 -4.811720 -0.044 0.108 -0.030
H 1.160092 3.678729 -4.949677 -0.054 -0.123 -0.016
H -0.189394 2.700945 -5.543754 0.110 0.024 0.051
```
Forces are in eV/Å.